{
  "formula": "C2H2Br2O2S",
  "method": "ωB97M-V/def2-TZVPD",
  "smiles": "O=S(=O)(Br)/C=C/Br",
  "lumo_energy_ev": -0.945,
  "homo_lumo_gap_ev": 9.67,
  "species": ["C", "C", "O", "O", "S", "Br", "Br", "H", "H"],
  "xyz": [[0.83, 0.31, -0.14], [0.88, -0.04, 1.11], [-0.95, -1.70, -1.00], [-1.00, 0.43, -2.27], [-0.85, -0.31, -1.06], [2.19, 0.65, 2.22], [-2.54, 0.37, 0.24], [1.28, 1.06, -0.62], [0.16, -0.77, 1.52]]
}

---

{
  "formula": "C4H5NO",
  "method": "ωB97M-V/def2-TZVPD",
  "smiles": "Cc1ccno1",
  "lumo_energy_ev": 0.877,
  "homo_lumo_gap_ev": 10.38,
  "species": ["C", "C", "C", "C", "N", "O", "H", "H", "H", "H", "H"],
  "xyz": [[-1.65, 0.07, 0.15], [-0.28, -0.21, -0.35], [0.77, 0.65, -0.50], [1.86, -0.11, 0.00], [1.52, -1.34, 0.29], [0.18, -1.42, 0.03], [-1.48, 0.03, 1.23], [-1.98, 1.08, -0.09], [-2.40, -0.68, -0.10], [0.75, 1.68, -0.81], [2.84, 0.24, 0.28]]
}

---

{
  "formula": "C26H50O12S",
  "method": "ωB97M-V/def2-TZVPD",
  "smiles": "CC(C)=CCC[C@@H](C)CC[C@@H]1CCCOS1(=O)=O.CCOC(=O)OC.CCOC(=O)OC.CCOC(=O)OC",
  "lumo_energy_ev": 0.288,
  "homo_lumo_gap_ev": 9.01,
  "species": ["C", "C", "C", "C", "C", "C", "C", "C", "C", "C", "C", "C", "C", "C", "O", "S", "O", "O", "H", "H", "H", "H", "H", "H", "H", "H", "H", "H", "H", "H", "H", "H", "H", "H", "H", "H", "H", "H", "H", "H", "H", "H", "H", "H", "C", "C", "O", "C", "O", "O", "C", "H", "H", "H", "H", "H", "H", "H", "H", "C", "C", "O", "C", "O", "O", "C", "H", "H", "H", "H", "H", "H", "H", "H", "C", "C", "O", "C", "O", "O", "C", "H", "H", "H", "H", "H", "H", "H", "H"],
  "xyz": [[4.34, -2.89, 1.59], [4.84, -2.39, 0.26], [4.52, -3.26, -0.93], [5.50, -1.23, 0.12], [5.67, -0.21, 1.22], [6.08, 1.19, 0.76], [5.03, 2.00, -0.01], [4.76, 1.48, -1.44], [3.75, 2.27, 0.79], [2.77, 1.09, 0.95], [1.29, 1.49, 1.02], [0.46, 0.24, 1.38], [0.32, -0.73, 0.21], [-0.44, -0.10, -0.97], [-0.67, 1.32, -0.76], [0.70, 2.11, -0.54], [0.35, 3.50, -0.40], [1.59, 1.77, -1.61], [5.17, -2.89, 2.31], [3.98, -3.91, 1.51], [3.53, -2.26, 1.97], [5.06, -4.20, -0.86], [3.46, -3.51, -0.93], [4.77, -2.77, -1.87], [5.94, -0.99, -0.84], [6.49, -0.58, 1.86], [4.80, -0.20, 1.86], [7.02, 1.14, 0.21], [6.30, 1.75, 1.67], [5.48, 2.98, -0.17], [4.66, 2.33, -2.11], [3.83, 0.92, -1.53], [5.61, 0.91, -1.80], [4.02, 2.68, 1.77], [3.23, 3.08, 0.28], [2.92, 0.31, 0.22], [2.96, 0.63, 1.93], [1.13, 2.22, 1.82], [0.95, -0.28, 2.20], [-0.55, 0.52, 1.70], [1.28, -1.13, -0.11], [-0.27, -1.58, 0.57], [0.11, -0.25, -1.89], [-1.43, -0.55, -1.03], [-3.67, 2.50, -0.62], [-3.76, 1.06, -0.18], [-5.05, 0.73, 0.35], [-6.00, 0.50, -0.56], [-5.85, 0.52, -1.76], [-7.14, 0.25, 0.08], [-8.26, 0.04, -0.78], [-3.97, 3.17, 0.19], [-2.65, 2.75, -0.91], [-4.32, 2.70, -1.46], [-3.07, 0.88, 0.65], [-3.50, 0.37, -0.98], [-8.05, -0.73, -1.52], [-8.54, 0.97, -1.28], [-9.08, -0.29, -0.14], [3.78, -9.59, 3.84], [3.96, -8.09, 3.96], [3.26, -7.39, 2.93], [1.94, -7.26, 3.12], [1.32, -7.66, 4.06], [1.44, -6.62, 2.07], [0.01, -6.48, 2.10], [4.06, -9.93, 2.84], [4.40, -10.11, 4.57], [2.74, -9.87, 4.01], [5.01, -7.83, 3.82], [3.65, -7.73, 4.94], [-0.31, -6.03, 3.03], [-0.46, -7.45, 1.96], [-0.25, -5.82, 1.27], [-5.69, 8.65, -4.57], [-5.38, 8.31, -3.13], [-6.38, 7.46, -2.56], [-6.28, 6.17, -2.89], [-5.44, 5.68, -3.58], [-7.29, 5.52, -2.30], [-7.34, 4.12, -2.61], [-6.69, 9.07, -4.66], [-4.96, 9.37, -4.95], [-5.64, 7.76, -5.20], [-5.39, 9.21, -2.52], [-4.40, 7.85, -3.02], [-6.38, 3.64, -2.41], [-7.62, 3.97, -3.65], [-8.09, 3.69, -1.96]]
}

---

{
  "formula": "C5H5NO",
  "method": "ωB97M-V/def2-TZVPD",
  "smiles": "O=C1C2=C[C@@H]12.C=N",
  "lumo_energy_ev": [-0.287, -0.287],
  "homo_lumo_gap_ev": [8.68, 8.68],
  "species": ["O", "C", "C", "C", "C", "C", "N", "H", "H", "H", "H", "H"],
  "xyz": [[0.37, 0.24, 1.94], [1.11, 0.20, 1.00], [2.58, 0.58, 0.74], [2.70, -0.09, -0.42], [1.24, 0.04, -0.44], [-2.67, -0.46, -0.38], [-1.73, 0.33, -0.07], [3.51, -0.32, -1.11], [0.69, 0.71, -1.11], [-3.30, -0.99, 0.34], [-2.89, -0.63, -1.44], [-1.60, 0.39, 0.94]]
}

---

{
  "formula": "C23H38FN5O3",
  "method": "ωB97M-V/def2-TZVPD",
  "smiles": "O=C1OC[C@@H](F)O1.CCCC#N.CCCC#N.CCCC#N.CCCC#N.CCCC#N",
  "lumo_energy_ev": 0.587,
  "homo_lumo_gap_ev": 9.85,
  "species": ["C", "C", "C", "C", "N", "H", "H", "H", "H", "H", "H", "H", "C", "C", "C", "C", "N", "H", "H", "H", "H", "H", "H", "H", "C", "C", "C", "C", "N", "H", "H", "H", "H", "H", "H", "H", "C", "C", "C", "C", "N", "H", "H", "H", "H", "H", "H", "H", "C", "C", "C", "C", "N", "H", "H", "H", "H", "H", "H", "H", "C", "C", "O", "C", "O", "O", "F", "H", "H", "H"],
  "xyz": [[-2.21, 2.10, 0.88], [-1.29, 1.19, 1.68], [-1.21, 1.55, 3.09], [-0.26, 0.68, 3.85], [0.52, 0.04, 4.39], [-3.25, 2.07, 1.20], [-2.23, 1.73, -0.15], [-1.75, 3.09, 0.90], [-0.28, 1.24, 1.27], [-1.48, 0.12, 1.57], [-2.18, 1.46, 3.57], [-0.79, 2.56, 3.19], [-5.27, 2.13, -1.23], [-3.97, 1.72, -2.04], [-3.47, 0.24, -1.78], [-3.09, -0.17, -0.42], [-2.75, -0.47, 0.69], [-5.13, 2.23, -0.15], [-6.13, 1.46, -1.34], [-5.51, 3.15, -1.53], [-3.15, 2.42, -1.90], [-4.27, 1.86, -3.08], [-2.59, 0.09, -2.41], [-4.19, -0.50, -2.13], [0.47, -2.22, 2.83], [0.42, -3.41, 1.85], [-0.36, -3.16, 0.58], [-1.74, -2.75, 0.83], [-2.86, -2.51, 1.04], [1.18, -2.34, 3.64], [-0.43, -2.11, 3.43], [0.63, -1.34, 2.21], [-0.06, -4.25, 2.34], [1.46, -3.61, 1.62], [-0.22, -4.03, -0.06], [0.09, -2.39, -0.05], [1.26, 2.48, 0.96], [2.29, 3.30, 0.34], [3.60, 3.40, 1.25], [4.35, 2.16, 1.39], [4.99, 1.20, 1.48], [1.04, 2.94, 1.93], [1.64, 1.48, 1.14], [0.32, 2.52, 0.40], [1.88, 4.29, 0.16], [2.56, 2.87, -0.63], [3.28, 3.77, 2.22], [4.29, 4.11, 0.79], [3.30, -2.69, -3.51], [3.04, -3.75, -2.38], [2.46, -2.99, -1.17], [1.09, -2.50, -1.47], [0.00, -2.12, -1.59], [3.81, -1.77, -3.23], [2.45, -2.30, -4.07], [4.04, -3.16, -4.16], [3.95, -4.29, -2.13], [2.39, -4.54, -2.76], [3.06, -2.19, -0.75], [2.38, -3.70, -0.34], [-0.13, -0.07, -0.48], [-0.35, 0.61, -1.80], [0.96, 0.55, -2.39], [1.87, 0.49, -1.43], [3.06, 0.65, -1.59], [1.20, 0.28, -0.30], [-0.64, 1.86, -1.61], [-0.14, -1.16, -0.53], [-0.78, 0.29, 0.32], [-1.12, 0.13, -2.40]]
}

---

{
  "formula": "C2H2Cl2N2S",
  "method": "ωB97M-V/def2-TZVPD",
  "smiles": "[S-]/[NH+]=N\\Cl.C#CCl",
  "lumo_energy_ev": -0.653,
  "homo_lumo_gap_ev": 8.75,
  "species": ["C", "C", "N", "N", "S", "Cl", "Cl", "H", "H"],
  "xyz": [[-1.74, -1.33, -1.22], [-1.32, -0.34, -1.73], [1.68, 0.27, 1.14], [0.46, 0.06, 1.32], [2.65, 1.55, 1.16], [-1.04, 1.22, -2.28], [-0.53, 1.60, 1.40], [-2.16, -2.33, -0.92], [2.01, -0.70, 1.12]]
}

---

In order of appearance, E = -157119.37749 -7764.67704 -63178.23118 -8797.83276 -40768.08916 -40961.18251 eV.
In order of appearance, maximum force = 5.63 0.52 1.79 0.90 8.12 2.96 eV Å⁻¹.